C20H12AsF11Se4Tb | ωB97M-V/def2-TZVPD

Geometry as ORCA input:
```
! RIJCOSX wB97M-V def2-TZVPD def2/J DEFGRID3
* xyz -2 8
Tb -0.3504 -1.3588 -0.3475
Se -1.3344 -2.6628 2.1445
Se -2.6174 -4.6552 1.9655
Se -0.7649 -5.7047 0.9154
Se -1.0169 -4.2186 -0.9218
F 0.3867 0.4986 -1.2060
As 1.0000 2.0504 -1.9259
F 2.2748 1.1262 -2.8325
F -0.1407 1.8506 -3.3260
F 1.6124 3.6018 -2.6463
F -0.2747 2.9746 -1.0193
F 2.1407 2.2503 -0.5258
C 3.0577 2.7391 4.4001
C 3.5913 1.5145 4.0054
C 2.9058 0.7146 3.0856
C 1.6742 1.1262 2.5591
C 1.1528 2.3651 2.9607
C 1.8405 3.1665 3.8761
C 0.9738 0.2561 1.6032
C -0.3109 0.3085 1.4010
C -1.7329 0.3909 1.2723
C -2.3298 0.4451 0.0128
C -3.7191 0.5419 -0.0954
C -4.5095 0.5854 1.0541
C -3.9132 0.5311 2.3134
C -2.5253 0.4338 2.4225
H 3.5904 3.3608 5.1155
H 4.5401 1.1783 4.4144
H 3.3386 -0.2402 2.7974
H 0.2064 2.7235 2.5623
H 1.4229 4.1236 4.1777
H 1.5508 -0.5257 1.1208
H -1.7208 0.4162 -0.8869
H -4.1852 0.5856 -1.0762
H -5.5903 0.6626 0.9685
H -4.5268 0.5659 3.2097
H -2.0650 0.3950 3.4072
F -2.1804 -2.0364 -3.1310
C -0.9182 -2.0082 -3.5791
C 0.1160 -1.7511 -2.6845
C 1.4233 -1.7240 -3.1597
F 2.4258 -1.4773 -2.3058
C 1.6957 -1.9495 -4.5051
F 2.9604 -1.9200 -4.9473
C 0.6554 -2.2050 -5.3885
F 0.9142 -2.4228 -6.6854
C -0.6534 -2.2346 -4.9259
F -1.6604 -2.4810 -5.7750
H 1.5898 -1.9072 0.1317
*
```

## Properties
* E_HOMO (spin up / spin down): -1.732 / -1.767 eV
* E_LUMO (spin up / spin down): 4.31 / 3.55 eV
* F_max: 0.0852 Eh/bohr
* relative energy (zero: lowest compared OMol25 entry of this formula, charge and spin): 0.000 eV

Charges computed using Löwdin, reported in e: 1.07, -0.09, -0.18, -0.19, -0.15, -0.40, 1.01, -0.26, -0.28, -0.31, -0.28, -0.27, -0.12, -0.10, -0.03, -0.20, -0.02, -0.10, -0.16, -0.18, -0.38, -0.13, -0.05, -0.09, -0.08, -0.08, 0.09, 0.09, 0.12, 0.12, 0.09, 0.00, 0.07, 0.11, 0.09, 0.10, 0.12, 0.03, -0.31, -0.21, -0.28, 0.04, -0.15, 0.09, -0.15, 0.09, -0.16, 0.08, 0.00



C20H12Br3NOSe3TeY | ωB97M-V/def2-TZVPD

Geometry as ORCA input:
```
! RIJCOSX wB97M-V def2-TZVPD def2/J DEFGRID3
* xyz -1 1
Y 0.7883 0.6065 -0.8343
Br 2.9658 0.6031 1.4028
C 2.0835 1.6625 2.7000
C 2.7127 1.8513 3.8947
C 2.0924 2.6516 4.8786
C 0.8793 3.2154 4.6199
C 0.2268 3.0145 3.3772
C -1.0475 3.5904 3.1399
C -1.6771 3.3570 1.9571
C -1.0561 2.5633 0.9611
C 0.1942 1.9872 1.0846
C 0.8214 2.2256 2.3575
H 3.6734 1.3924 4.0818
H 2.5820 2.8057 5.8315
H 0.3843 3.8261 5.3661
H -1.5001 4.2010 3.9131
H -2.6561 3.7834 1.7692
H -1.6165 2.4328 0.0397
C 0.3927 -0.6977 -4.4582
C -0.2920 -1.6319 -3.5176
C -0.9802 -2.7551 -4.0448
C -1.5509 -3.6674 -3.2166
C -1.4231 -3.5100 -1.8190
C -1.9225 -4.4226 -0.8514
Br -2.8805 -5.9677 -1.3984
C -1.7120 -4.2072 0.4759
C -0.9926 -3.0777 0.9127
Br -0.7239 -2.8636 2.7670
C -0.4867 -2.1434 0.0322
O 0.1850 -1.0954 0.3791
C -0.7312 -2.3744 -1.3699
N -0.2086 -1.4314 -2.2158
H 0.2688 -1.0304 -5.4872
H 1.4560 -0.6505 -4.2092
H 0.0154 0.3198 -4.3545
H -1.0327 -2.8686 -5.1188
H -2.0791 -4.5252 -3.6106
H -2.0879 -4.9022 1.2134
Se 3.2135 0.0178 -2.1573
Se 3.0229 1.9357 -3.5439
Te 1.4489 3.4555 -2.2763
Se -0.7502 2.3237 -2.6716
*
```

## Properties
* E_HOMO: -4.709 eV
* E_LUMO: 2.23 eV
* F_max: 0.0102 Eh/bohr

Charges computed using Löwdin, reported in e: 0.76, 0.80, -0.58, -0.15, -0.10, -0.06, -0.18, -0.06, -0.09, -0.18, -0.23, -0.23, 0.09, 0.09, 0.10, 0.10, 0.09, 0.01, -0.08, -0.30, -0.01, -0.03, -0.20, -0.64, 0.73, -0.19, -0.61, 0.76, -0.41, -0.26, -0.13, 0.10, 0.08, 0.00, -0.01, 0.11, 0.08, 0.09, -0.14, -0.23, 0.27, -0.17



C20H12BrN5O5 | ωB97M-V/def2-TZVPD

Geometry as ORCA input:
```
! RIJCOSX wB97M-V def2-TZVPD def2/J DEFGRID3
* xyz 0 1
O 0.8680 1.7899 0.3714
C 0.7253 0.8269 1.0612
N 0.5468 -0.3039 0.2900
C -0.4810 -0.5150 -0.5263
N -1.5782 0.3591 -0.4295
C -1.9000 0.9609 -1.6006
C -1.5912 2.3204 -1.6930
C -1.9156 3.0252 -2.8598
C -2.5033 2.3291 -3.9662
Br -2.9371 3.3297 -5.5249
C -2.7069 0.9381 -3.7503
N -2.4652 0.2442 -2.6580
C -2.7805 -1.1136 -2.3494
C -1.5883 -2.0428 -2.3329
C -1.5165 -3.2613 -3.0645
C -0.4266 -4.0859 -3.0424
C 0.6292 -3.7122 -2.2433
C 0.5925 -2.5562 -1.4690
C -0.5037 -1.6625 -1.4737
C 1.4631 0.6709 2.3488
C 2.5419 -0.2152 2.4106
C 3.3549 -0.2327 3.5020
C 3.1188 0.5432 4.6946
N 4.0108 0.6321 5.7764
O 4.9897 -0.1455 5.8302
O 3.6858 1.3324 6.8067
C 1.9849 1.3473 4.6333
C 1.1436 1.4746 3.4688
N 0.0553 2.3997 3.3953
O 0.2277 3.4824 3.9715
O -1.1097 2.0701 2.9384
H -1.1711 2.7048 -0.7459
H -1.6275 4.0258 -2.8800
H -3.1357 0.5012 -4.7162
H -3.3613 -1.0365 -1.4809
H -3.5519 -1.4682 -3.0030
H -2.4689 -3.4676 -3.6419
H -0.5769 -5.0215 -3.5342
H 1.4795 -4.4060 -2.1823
H 1.4526 -2.2984 -0.9635
H 2.8706 -0.9505 1.6693
H 4.2973 -0.8314 3.4713
H 1.8589 2.0188 5.4918
*
```

## Properties
* E_HOMO: -8.174 eV
* E_LUMO: -1.52 eV
* F_max: 0.1179 Eh/bohr
* relative energy (zero: lowest compared OMol25 entry of this formula, charge and spin): 2.580 eV

Charges computed using Löwdin, reported in e: 0.12, -0.45, 0.17, -0.24, 0.11, -0.26, 0.03, -0.06, -0.65, 0.74, -0.08, 0.01, -0.09, -0.10, -0.04, -0.09, -0.07, -0.01, -0.07, -0.03, -0.01, 0.02, -0.14, -0.29, 0.07, 0.04, 0.11, -0.06, -0.28, 0.09, 0.06, 0.13, 0.09, 0.15, 0.13, 0.13, 0.13, 0.10, 0.11, 0.08, 0.13, 0.14, 0.13



Question: Which of these has the highest F_max?
Answer: C20H12BrN5O5



Question: What is the formula in the first record?
Answer: C20H12AsF11Se4Tb



Question: Among the records above, which one has the lowest F_max?
Answer: C20H12Br3NOSe3TeY